{"formula": "C22H32Cl6F12O8", "method": "wB97M-V/def2-TZVPD", "multiplicity": 1, "gap_ev": 10.600, "homo_energy_ev": -10.57, "total_charge": 0, "fmax_ev_per_a": 1.0, "smiles": "CCOC(=O)C(F)(F)F.CCOC(=O)C(F)(F)F.CCOC(=O)C(F)(F)F.CCOC(=O)C(F)(F)F.ClCCCl.ClCCCl.ClCCCl", "e_lumo_ev": 0.027, "de_lowest_kcal_mol": 0.5, "species": ["C", "C", "O", "C", "O", "C", "F", "F", "F", "H", "H", "H", "H", "H", "C", "C", "O", "C", "O", "C", "F", "F", "F", "H", "H", "H", "H", "H", "C", "C", "O", "C", "O", "C", "F", "F", "F", "H", "H", "H", "H", "H", "C", "C", "O", "C", "O", "C", "F", "F", "F", "H", "H", "H", "H", "H", "Cl", "C", "C", "Cl", "H", "H", "H", "H", "Cl", "C", "C", "Cl", "H", "H", "H", "H", "Cl", "C", "C", "Cl", "H", "H", "H", "H"], "positions_angstrom": [[5.759962, 12.116782, -5.214462], [7.010197, 11.355086, -4.804431], [6.663527, 10.262319, -3.950338], [6.781582, 10.466954, -2.650270], [7.157909, 11.460143, -2.098039], [6.275534, 9.233363, -1.884259], [6.514068, 8.117048, -2.550014], [6.844516, 9.166023, -0.688927], [4.944773, 9.362365, -1.710897], [5.233813, 12.506108, -4.346141], [5.113725, 11.449501, -5.785363], [6.010863, 12.896643, -5.935950], [7.762852, 11.988386, -4.343183], [7.435937, 10.920486, -5.710782], [8.643942, 14.557050, -7.331296], [8.753029, 13.597654, -8.492457], [9.978568, 13.784324, -9.227855], [10.079173, 14.870335, -9.960704], [9.239417, 15.702038, -10.123578], [11.459788, 14.970534, -10.649414], [12.078667, 16.082165, -10.254804], [12.260237, 13.932225, -10.387248], [11.288017, 15.033076, -11.969482], [8.601802, 15.591743, -7.660436], [9.441508, 14.355927, -6.620816], [7.668950, 14.383596, -6.862398], [7.938553, 13.745737, -9.207617], [8.773675, 12.570963, -8.142355], [6.567880, 15.264962, -3.413401], [6.244107, 16.207389, -4.534959], [5.071628, 17.004195, -4.312035], [3.929117, 16.359376, -4.379598], [3.767189, 15.207330, -4.655102], [2.732819, 17.279446, -4.052842], [2.200266, 16.916999, -2.882005], [3.061585, 18.567287, -3.982740], [1.806399, 17.133945, -5.000131], [5.848112, 14.451127, -3.346864], [6.662702, 15.722026, -2.430182], [7.525680, 14.793669, -3.651565], [6.106745, 15.642021, -5.460900], [7.045011, 16.920822, -4.714861], [13.299519, 9.730022, -3.676859], [11.830137, 9.696387, -3.324279], [11.232581, 8.623202, -4.080580], [9.961878, 8.411347, -3.844294], [9.258831, 9.054826, -3.120189], [9.458588, 7.168458, -4.627699], [9.715736, 6.044180, -3.949791], [8.139976, 7.266253, -4.810862], [10.050526, 7.085730, -5.833845], [13.777254, 8.789605, -3.401547], [13.815669, 10.514009, -3.117757], [13.468400, 9.953045, -4.729195], [11.339276, 10.627725, -3.610514], [11.695867, 9.540349, -2.255206], [9.194577, 12.152088, 1.665592], [7.516683, 11.647140, 1.427814], [7.171063, 10.616558, 2.462541], [5.488142, 10.045364, 2.245234], [7.441266, 11.241803, 0.422168], [6.842199, 12.500287, 1.449677], [7.227285, 11.029115, 3.465313], [7.808206, 9.742633, 2.375569], [5.931279, 12.423866, -12.056018], [6.293238, 11.216633, -10.806255], [5.448520, 11.468057, -9.586321], [5.930559, 10.329014, -8.296431], [7.346986, 11.294157, -10.538402], [6.143948, 10.228804, -11.232873], [4.389816, 11.312030, -9.765333], [5.616506, 12.478662, -9.224229], [5.134085, 6.413495, -4.830734], [3.693974, 7.429776, -4.644093], [2.421045, 6.660085, -4.364755], [2.570189, 5.508992, -3.024915], [3.558032, 8.049842, -5.527688], [3.905128, 8.088568, -3.802529], [2.103805, 6.106166, -5.245065], [1.657008, 7.381667, -4.083717]], "forces_ev_per_a": [[0.111, -0.398, -0.141], [-0.128, 0.427, -0.929], [-0.006, -0.058, 0.092], [0.002, 0.108, -0.092], [0.012, 0.021, 0.022], [0.041, 0.202, -0.128], [-0.144, -0.274, 0.116], [0.077, -0.105, 0.159], [0.020, -0.097, -0.019], [-0.069, 0.199, -0.131], [-0.159, -0.088, 0.289], [0.089, 0.268, 0.320], [-0.041, -0.008, 0.249], [0.114, -0.236, 0.213], [-0.605, -0.195, -0.057], [-0.352, 0.462, -0.366], [0.495, -0.554, 0.341], [-0.047, -0.010, -0.079], [-0.116, 0.272, -0.108], [0.138, -0.206, -0.086], [0.028, 0.132, 0.098], [-0.137, 0.098, 0.051], [-0.055, 0.023, -0.114], [0.385, 0.044, -0.012], [0.009, 0.269, 0.137], [0.196, -0.157, 0.184], [-0.056, -0.103, 0.153], [0.074, -0.120, -0.142], [0.215, -0.620, 0.188], [0.401, -0.136, -0.521], [0.080, 0.297, 0.255], [-0.166, -0.015, -0.031], [-0.092, -0.146, -0.046], [-0.045, -0.005, -0.075], [0.000, -0.021, 0.054], [0.042, 0.003, 0.013], [-0.106, 0.011, -0.032], [-0.096, 0.122, 0.032], [-0.027, 0.259, -0.098], [0.029, 0.057, 0.076], [-0.110, 0.040, 0.058], [-0.087, 0.136, 0.150], [0.220, 0.090, 0.156], [0.557, 0.544, -0.175], [0.385, -0.171, 0.069], [-0.296, -0.169, 0.021], [-0.109, -0.029, 0.039], [-0.290, 0.226, -0.307], [0.038, 0.171, -0.062], [0.406, -0.090, 0.018], [-0.172, -0.044, 0.370], [-0.009, -0.033, -0.190], [-0.215, 0.009, 0.098], [-0.091, -0.217, -0.064], [-0.095, -0.054, 0.106], [-0.243, -0.151, -0.048], [0.299, 0.268, 0.084], [-0.523, -0.161, -0.706], [-0.223, -0.167, 0.254], [-0.035, 0.084, -0.063], [0.091, -0.093, 0.041], [0.192, 0.146, 0.308], [0.104, -0.037, 0.032], [0.085, 0.014, 0.043], [-0.030, 0.109, -0.056], [0.428, -0.278, 0.040], [-0.106, 0.051, 0.047], [0.078, -0.069, 0.029], [-0.029, 0.123, -0.109], [-0.185, -0.002, 0.035], [-0.020, 0.048, -0.085], [-0.078, 0.006, 0.086], [-0.084, -0.109, -0.360], [-0.021, 0.279, 0.683], [0.094, 0.056, -0.344], [0.001, -0.018, 0.139], [0.073, -0.126, -0.133], [0.030, -0.002, -0.022], [-0.042, -0.059, 0.060], [-0.102, -0.043, -0.075]]}


{"formula": "C30H25CrN4O3Si", "method": "wB97M-V/def2-TZVPD", "multiplicity": 4, "gap_ev": [8.031, 7.589], "homo_energy_ev": [-8.15, -7.74], "total_charge": 0, "fmax_ev_per_a": 0.4, "e_lumo_ev": [-0.121, -0.151], "de_lowest_kcal_mol": 0.0, "species": ["Cr", "O", "C", "N", "C", "C", "C", "C", "C", "C", "N", "C", "C", "C", "C", "C", "N", "H", "H", "H", "H", "H", "H", "H", "H", "H", "H", "O", "N", "O", "C", "C", "C", "C", "C", "C", "Si", "C", "C", "C", "C", "C", "C", "C", "C", "C", "C", "C", "C", "H", "H", "H", "H", "H", "H", "H", "H", "H", "H", "H", "H", "H", "H", "H"], "positions_angstrom": [[-1.709278, 0.661582, -0.073763], [-3.806685, -2.657911, -1.087974], [-3.053792, -1.698217, -0.995222], [-2.601496, -1.091980, 0.107039], [-3.134848, -1.468051, 1.391647], [-2.608965, -0.510040, 2.432206], [-2.767376, -0.730905, 3.795037], [-2.237042, 0.172758, 4.692849], [-1.552110, 1.287494, 4.225656], [-1.430393, 1.448432, 2.861934], [-1.950726, 0.572060, 1.995597], [-2.501629, -1.030690, -2.254606], [-2.695707, -1.577197, -3.505813], [-2.152895, -0.922703, -4.600816], [-1.453112, 0.259076, -4.415715], [-1.310249, 0.754341, -3.130177], [-1.816258, 0.110482, -2.080771], [-2.866985, -2.493234, 1.675415], [-4.232032, -1.430021, 1.396222], [-3.292716, -1.614184, 4.132216], [-2.345526, 0.008847, 5.756652], [-1.114968, 2.012237, 4.895371], [-0.900400, 2.287946, 2.429998], [-3.259500, -2.495493, -3.584863], [-2.278224, -1.331147, -5.594157], [-1.021096, 0.799183, -5.245728], [-0.778233, 1.673168, -2.921302], [-1.339687, 3.783707, -0.321982], [-1.766608, 2.667888, -0.243164], [-3.005799, 2.419279, -0.246410], [2.586615, 4.451324, -0.737800], [2.368930, 3.992253, 0.552258], [1.882296, 2.710793, 0.761718], [1.604099, 1.848530, -0.302372], [1.830905, 2.337668, -1.592789], [2.316184, 3.618040, -1.812807], [0.744550, 0.197660, -0.015299], [1.269360, -1.002490, -1.379638], [0.527557, -2.170244, -1.582980], [0.900123, -3.118837, -2.523797], [2.040967, -2.921107, -3.288669], [2.808975, -1.784365, -3.088984], [2.429151, -0.842353, -2.142159], [1.451217, -0.528143, 1.580150], [2.784877, -0.307525, 1.941141], [3.339128, -0.897422, 3.066740], [2.572137, -1.736710, 3.863565], [1.254325, -1.989335, 3.516157], [0.709967, -1.389268, 2.388861], [2.964875, 5.450755, -0.904874], [2.577741, 4.635394, 1.397369], [1.721233, 2.375951, 1.781489], [1.642651, 1.701605, -2.449720], [2.486570, 3.963696, -2.824309], [-0.350817, -2.353281, -0.977427], [0.302581, -4.012290, -2.654868], [2.337108, -3.655881, -4.025997], [3.710545, -1.631332, -3.668778], [3.050708, 0.032885, -1.998985], [3.406650, 0.339148, 1.332395], [4.373364, -0.705876, 3.322002], [3.003241, -2.196578, 4.742920], [0.650150, -2.655982, 4.118240], [-0.313657, -1.623376, 2.121877]], "forces_ev_per_a": [[0.017, -0.419, 0.115], [-0.011, -0.011, 0.115], [0.145, 0.068, -0.384], [0.002, 0.357, -0.012], [0.006, -0.024, 0.100], [0.008, 0.003, 0.141], [-0.047, -0.037, -0.100], [0.038, 0.045, 0.098], [-0.015, -0.021, -0.152], [-0.040, -0.033, 0.168], [0.077, -0.006, -0.364], [-0.009, -0.073, 0.200], [0.022, 0.048, -0.016], [-0.033, -0.050, -0.009], [0.050, 0.104, 0.107], [-0.033, -0.186, -0.174], [-0.129, 0.116, 0.354], [0.012, 0.023, -0.032], [0.022, -0.038, -0.018], [-0.009, -0.002, 0.010], [-0.007, -0.009, 0.014], [0.004, 0.001, 0.035], [0.003, 0.018, -0.005], [-0.003, -0.005, -0.005], [0.007, -0.004, -0.032], [-0.006, -0.019, -0.019], [0.018, 0.032, -0.011], [0.087, 0.244, -0.011], [0.045, -0.063, -0.036], [-0.103, -0.014, -0.030], [-0.003, -0.010, -0.020], [0.004, -0.001, -0.002], [-0.014, -0.017, 0.046], [-0.009, 0.123, -0.082], [0.006, 0.013, -0.007], [0.011, 0.014, 0.030], [-0.093, -0.059, -0.047], [0.096, -0.130, -0.027], [0.043, 0.013, -0.002], [0.008, 0.021, 0.007], [-0.008, -0.027, -0.002], [0.010, 0.011, -0.010], [-0.025, 0.038, -0.016], [0.081, -0.052, 0.111], [-0.010, 0.082, -0.025], [-0.012, -0.022, 0.038], [0.005, 0.012, -0.015], [0.012, 0.024, -0.005], [-0.071, -0.078, -0.038], [0.006, 0.030, -0.001], [-0.001, 0.011, 0.021], [0.001, -0.031, 0.012], [-0.061, 0.000, -0.026], [0.001, 0.015, -0.020], [-0.118, 0.004, 0.043], [-0.006, -0.011, -0.004], [0.003, -0.012, -0.017], [0.013, 0.003, -0.004], [0.037, -0.016, 0.020], [-0.011, 0.023, -0.019], [0.022, 0.007, 0.000], [0.010, -0.015, 0.020], [-0.015, -0.018, 0.018], [-0.030, 0.011, -0.025]]}


{"formula": "CH5N3", "method": "wB97M-V/def2-TZVPD", "multiplicity": 1, "gap_ev": 10.123, "homo_energy_ev": -9.14, "total_charge": 0, "fmax_ev_per_a": 6.9, "smiles": "N=C(N)N", "e_lumo_ev": 0.985, "de_lowest_kcal_mol": 26.6, "species": ["N", "C", "N", "N", "H", "H", "H", "H", "H"], "positions_angstrom": [[-1.449712, 0.008263, 0.186384], [-0.148703, 0.033957, -0.001707], [0.712298, -1.088160, 0.245969], [0.676915, 1.168480, -0.431678], [-1.803053, -0.878009, 0.435130], [0.070068, -1.885087, 0.260757], [1.367427, -1.187119, 0.974720], [1.475194, 1.102787, -0.910560], [0.206065, 2.023610, -0.754528]], "forces_ev_per_a": [[3.445, 2.441, -1.893], [0.673, 0.707, 0.580], [-2.576, -0.785, -1.927], [-6.319, 0.348, 2.745], [-0.050, -1.169, 0.693], [0.717, 0.094, 0.147], [0.728, 0.837, 0.905], [3.631, -1.565, -1.885], [-0.251, -0.908, 0.634]]}


{"formula": "C3H7OPS", "method": "wB97M-V/def2-TZVPD", "multiplicity": 1, "gap_ev": 9.674, "homo_energy_ev": -8.87, "total_charge": 0, "fmax_ev_per_a": 4.7, "smiles": "C[C@H]1COPS1", "e_lumo_ev": 0.801, "de_lowest_kcal_mol": 14.7, "species": ["C", "C", "C", "O", "P", "S", "H", "H", "H", "H", "H", "H", "H"], "positions_angstrom": [[1.562755, -0.831666, -0.215835], [0.168747, -0.234925, 0.206664], [-0.148668, 1.153013, -0.383558], [-1.594241, 1.354137, -0.257346], [-2.596804, 0.165639, 0.238005], [-1.168251, -1.413537, -0.184633], [1.368359, -1.195025, -1.267480], [1.885595, -1.609818, 0.578867], [2.379119, -0.130242, -0.424881], [0.240886, -0.215620, 1.356924], [0.366500, 1.941728, 0.042642], [-0.009195, 0.962836, -1.452194], [-2.454803, 0.053483, 1.762825]], "forces_ev_per_a": [[-0.907, -0.751, -0.682], [1.869, -0.019, 2.733], [-2.440, -3.906, -1.103], [0.422, 0.541, 0.472], [0.440, -0.827, 0.901], [-0.260, 0.831, -0.039], [0.457, -0.605, 1.183], [-0.477, 1.078, -1.846], [-0.298, 0.333, 0.790], [-0.482, 0.413, -1.534], [1.022, 1.544, 0.726], [0.375, 0.906, -0.076], [0.279, 0.461, -1.525]]}


What is the formula in the first record?
C22H32Cl6F12O8